# C32H49BCl2N4O3PdS

A molecular structure, C32H49BCl2N4O3PdS (ωB97M-V with the def2-TZVPD basis set, the Open Molecules 2025 dataset).

The calculation puts the max |F| at 0.0090 hartree/bohr. The molar mass is 758.0 g mol⁻¹. For the orbital gap, the calculation gives 0.296 hartree. Its net charge is 0. Its energy is -86121.642 eV. The value obtained for the HOMO energy is -0.284 Ha. Its LUMO energy is 0.3259 eV.

Structure (XYZ):
```
93
C32H49BCl2N4O3PdS, DFT ωB97M-V with the def2-TZVPD basis set
Pd -0.586 -0.155 -0.673
Cl -2.713 2.121 3.020
Cl -4.314 -0.209 3.741
S -2.501 0.816 -3.312
O -2.364 -1.228 1.800
O -1.245 0.745 -2.473
O -2.450 0.530 0.400
N 0.210 -0.805 1.120
N 1.674 -2.166 -1.384
N 0.235 0.273 2.076
N 1.808 -0.266 -2.620
C -4.216 -0.894 -2.132
C 1.504 -3.154 -0.366
C -0.513 -0.316 -5.974
C 1.021 2.194 -5.274
C 0.347 -4.493 -2.986
C -3.799 1.504 -2.229
C -3.269 -0.830 -3.321
C -1.489 -3.219 -1.825
C 1.825 2.172 -2.601
C -0.418 -4.299 -1.673
C -2.730 -0.110 1.463
C 2.181 -4.051 1.764
C 3.534 -2.153 0.831
C 1.630 3.370 -3.280
C 1.262 2.947 -0.272
C 0.327 -5.006 0.595
C 1.194 0.973 -4.632
C -4.911 0.466 -2.114
C 1.612 0.976 -3.293
C -3.643 0.723 2.403
C 0.488 -4.115 -0.464
C 2.759 -2.256 -2.265
C 3.668 2.822 -1.024
C 1.928 -0.535 -6.507
C 2.378 -3.136 0.735
C 2.272 2.208 -1.152
C 1.236 3.388 -4.607
C 0.902 -0.308 -5.393
C 3.646 -1.491 2.209
C 1.152 -4.974 1.705
C 2.832 -1.136 -3.000
C 4.856 -2.854 0.496
B 1.032 -0.875 -1.570
H 5.689 -2.154 0.579
H 1.180 -5.188 -2.863
H 1.862 0.256 -7.258
H -1.256 -0.114 -5.200
H -0.322 -4.898 -3.747
H -0.437 -1.542 1.410
H 4.005 2.787 0.014
H 0.292 2.446 -0.293
H 2.947 -0.538 -6.120
H -5.597 0.546 -2.961
H -4.471 1.137 1.838
H 1.096 4.331 -5.120
H 2.685 -1.140 2.590
H -3.644 -1.029 -1.213
H 4.062 -2.181 2.946
H -4.114 2.471 -2.617
H -2.450 -1.549 -3.310
H -0.463 -5.745 0.538
H -0.950 -5.234 -1.475
H -0.463 0.954 1.796
H 0.746 -3.549 -3.357
H -3.796 -0.910 -4.275
H 1.794 4.306 -2.762
H 3.381 -1.366 0.089
H -2.045 -3.063 -0.899
H -4.920 -1.721 -2.231
H -2.191 -3.510 -2.612
H 2.837 -4.033 2.626
H 1.146 -1.178 1.062
H 0.702 2.211 -6.309
H 4.392 2.285 -1.640
H -0.060 -0.088 2.978
H 5.033 -3.677 1.192
H 3.378 -3.136 -2.310
H 1.118 3.975 -0.612
H 0.970 -1.144 -4.698
H -1.035 -2.269 -2.114
H -3.279 1.625 -1.279
H 1.749 -1.489 -7.008
H 3.670 3.868 -1.341
H -0.631 0.438 -6.755
H -0.735 -1.289 -6.416
H 4.314 -0.630 2.153
H 3.534 -0.876 -3.773
H 0.999 -5.674 2.516
H -5.490 0.626 -1.204
H 1.612 2.978 0.762
H 2.331 1.180 -0.790
H 4.853 -3.262 -0.514
```

Löwdin population analysis, charges in e, atoms 1 to 2: number 1, Pd, carries 0.879; number 2, Cl, carries 0.589


# C32H49BrClO2PRh

A molecular structure, C32H49BrClO2PRh (ωB97M-V with the def2-TZVPD basis set, the Open Molecules 2025 dataset).

The calculation puts the max |F| at 0.0692 hartree/bohr. The molar mass is 715.0 g mol⁻¹. For the orbital gap (alpha / beta), the calculation gives 0.052 / 0.216 hartree. Its net charge is -1. Its spin multiplicity is 5. Its energy is -132933.338 eV. The value obtained for the HOMO energy (alpha / beta) is 0.013 / -0.151 Ha. Its LUMO energy (alpha / beta) is 1.7865 / 1.7844 eV.

Structure (XYZ):
```
87
C32H49BrClO2PRh, DFT ωB97M-V with the def2-TZVPD basis set
Rh 0.795 -0.410 1.004
Br 0.090 -2.736 4.987
Cl -0.663 -2.074 1.794
P -0.300 -0.354 -1.765
O -0.984 0.288 5.787
O 0.784 1.141 4.623
C 1.340 -1.853 6.095
C -1.266 -4.419 -2.256
C 3.178 1.799 1.709
C 2.393 -2.557 6.676
C 0.200 0.318 5.578
C -1.052 -3.105 -1.490
C -2.517 -4.396 -3.138
C -0.963 -1.923 -2.468
C 3.206 -0.496 7.677
C 0.053 0.781 -4.405
C -3.430 2.438 -1.721
C -2.292 -1.800 -3.224
C 1.736 2.305 1.768
C 1.792 2.965 -3.337
C 2.606 -0.030 3.334
C -2.643 0.018 -0.172
C 1.157 -0.909 -0.835
C 0.597 0.747 -2.972
C 0.842 2.172 -2.431
C 3.564 1.110 3.018
C -2.397 1.437 -2.228
C 1.132 0.433 3.386
C -4.399 1.805 -0.719
C -2.653 -3.101 -3.956
C 2.203 0.225 7.045
C 0.996 1.544 -5.343
C 1.256 -0.465 6.293
C -3.700 0.988 0.380
C 0.754 1.234 2.255
C 3.303 -1.881 7.493
C 1.455 2.919 -4.836
C -1.642 0.730 -1.084
H -2.900 3.283 -1.253
H 3.921 0.035 8.306
H -1.315 -5.259 -1.555
H -0.295 1.578 2.293
H -5.004 2.595 -0.263
H -0.159 -3.163 -0.859
H -3.098 -1.568 -2.511
H 3.306 1.089 0.884
H 4.582 0.703 2.951
H 2.359 3.195 -5.392
H -3.679 -3.020 -4.329
H -2.495 -5.254 -3.824
H 3.563 1.843 3.840
H 0.508 1.655 -6.318
H 2.810 2.571 -3.202
H 2.038 -0.312 -1.133
H 1.253 2.138 -1.408
H 1.891 0.930 -5.508
H 2.651 -0.803 2.546
H 2.110 1.303 7.128
H 1.570 0.233 -3.020
H -3.976 2.839 -2.587
H -3.139 -0.793 -0.726
H 3.873 2.628 1.537
H -0.107 2.720 -2.350
H -0.940 1.247 -4.433
H -3.407 -4.526 -2.507
H 0.550 -0.516 3.352
H -5.101 1.156 -1.263
H -0.076 -0.247 -4.774
H -0.390 -4.602 -2.889
H -2.263 -0.978 -3.957
H -0.155 -2.140 -3.187
H 1.679 3.110 2.515
H -4.449 0.418 0.946
H 0.712 3.688 -5.094
H -2.009 -3.188 -4.838
H 2.465 -3.624 6.492
H -1.715 1.982 -2.884
H 1.806 4.010 -3.002
H -1.893 -2.953 -0.796
H -2.886 0.678 -2.858
H 1.369 -1.984 -0.918
H -3.211 1.675 1.088
H -2.126 -0.475 0.662
H 2.859 -0.551 4.259
H -1.115 1.490 -0.477
H 1.398 2.716 0.802
H 4.095 -2.445 7.991
```

Löwdin population analysis, charges in e, atoms 1 to 2: number 1, Rh, carries 0.676; number 2, Br, carries 0.733


Per-record energy relative to the best compared isomer or geometry (same formula, charge and spin), kcal per mole: 0.0; 0.0